{
  "formula": "C12H48N24O12",
  "method": "ωB97M-V/def2-TZVPD",
  "species": ["N", "C", "N", "O", "H", "H", "H", "H", "N", "C", "N", "O", "H", "H", "H", "H", "N", "C", "N", "O", "H", "H", "H", "H", "N", "C", "N", "O", "H", "H", "H", "H", "N", "C", "N", "O", "H", "H", "H", "H", "N", "C", "N", "O", "H", "H", "H", "H", "N", "C", "N", "O", "H", "H", "H", "H", "N", "C", "N", "O", "H", "H", "H", "H", "N", "C", "N", "O", "H", "H", "H", "H", "N", "C", "N", "O", "H", "H", "H", "H", "N", "C", "N", "O", "H", "H", "H", "H", "N", "C", "N", "O", "H", "H", "H", "H"],
  "coordinates": [[4.009427, -2.657111, -0.307324], [4.954512, -2.813422, -1.241635], [6.183071, -3.161694, -0.851720], [4.726543, -2.707104, -2.453026], [3.087539, -2.409018, -0.633125], [4.239737, -2.502086, 0.658829], [6.290593, -3.603514, 0.044546], [6.798209, -3.089560, -1.645869], [0.149704, -0.197765, -4.539930], [1.164275, 0.506025, -3.960788], [1.874530, -0.322188, -3.163947], [1.522200, 1.652656, -4.231651], [0.296461, -1.191848, -4.547776], [-0.329938, 0.257988, -5.299062], [1.812704, -1.325884, -3.094235], [2.539095, 0.138613, -2.558718], [0.466765, -4.503789, -3.700546], [1.254280, -4.095266, -2.691781], [2.369929, -4.800844, -2.508471], [1.017430, -2.985326, -2.177916], [-0.468962, -4.143623, -3.750924], [0.787461, -5.282635, -4.249750], [2.695881, -5.396311, -3.247681], [2.957878, -4.496827, -1.750503], [0.524822, 0.598602, 4.224360], [0.762267, 0.040964, 5.431880], [1.386821, 0.939626, 6.281681], [0.469315, -1.113535, 5.662398], [0.496782, 1.559174, 3.923295], [0.177693, -0.143707, 3.624649], [1.557044, 0.672701, 7.234977], [1.487936, 1.878474, 5.952287], [-1.152604, -5.965943, 0.088162], [-0.400270, -5.346429, 1.031400], [-0.368030, -4.042283, 0.810505], [0.243994, -5.894626, 1.927729], [-1.166519, -6.970986, 0.052386], [-1.784898, -5.456716, -0.504520], [-0.349019, -3.643743, -0.112231], [0.193577, -3.553720, 1.497349], [0.850109, 4.161339, 3.941659], [-0.357204, 3.913508, 3.396267], [-0.916375, 4.781153, 2.543941], [-0.972659, 2.856535, 3.644463], [1.345453, 3.386191, 4.337611], [1.275316, 4.963263, 3.502934], [-1.830517, 4.631125, 2.139957], [-0.540937, 5.686254, 2.307415], [-0.039106, 4.002170, -2.742872], [-0.491730, 3.821014, -1.477271], [0.248601, 3.172730, -0.600728], [-1.609764, 4.311348, -1.239406], [-0.568169, 4.706713, -3.228256], [0.968398, 4.021613, -2.822209], [1.188976, 2.884390, -0.829425], [-0.254200, 2.864164, 0.212485], [0.107323, -0.473411, -0.395233], [-0.116034, -0.143006, 0.899623], [-0.997298, 0.862429, 0.887161], [0.410235, -0.833799, 1.787278], [0.702881, -1.282953, -0.470543], [-0.281018, 0.063200, -1.148883], [-1.404591, 1.267586, 1.720415], [-1.235185, 1.319723, 0.023620], [-3.024466, 1.641969, -3.128564], [-3.450219, 1.325035, -1.891838], [-4.346334, 0.296560, -1.951129], [-3.035880, 1.911449, -0.903505], [-2.296519, 2.335028, -3.207536], [-3.517600, 1.257496, -3.911571], [-4.554304, -0.086399, -2.852178], [-4.820663, 0.046018, -1.100544], [-4.455071, 5.728124, 2.343937], [-4.410164, 4.452788, 1.907714], [-3.516584, 4.323244, 0.887566], [-5.048180, 3.604260, 2.508711], [-5.230592, 5.988402, 2.927150], [-3.758363, 6.389951, 2.055046], [-2.995855, 5.126112, 0.591545], [-3.354431, 3.394903, 0.524627], [4.860527, 1.117358, 0.482200], [3.536604, 0.815004, 0.430055], [3.114075, 0.048490, 1.445745], [2.783103, 1.299176, -0.416058], [5.334898, 0.619691, 1.213624], [5.187476, 1.921084, -0.021986], [3.741919, -0.066969, 2.222040], [2.151119, -0.262376, 1.543352], [-4.008852, -2.892575, 0.533202], [-3.670333, -3.088643, -0.760582], [-2.390821, -2.723596, -0.970745], [-4.408465, -3.608249, -1.588096], [-3.446940, -2.289325, 1.109010], [-5.013840, -2.777206, 0.560606], [-1.746138, -2.491160, -0.240601], [-2.169891, -2.726204, -1.954503]],
  "forces_ev_per_angstrom": [[-0.884, -0.091, 0.785], [-0.574, 0.012, -2.348], [0.358, 0.297, 0.629], [-0.363, 0.293, 0.524], [0.043, 0.121, 0.074], [-0.146, 0.037, -0.057], [0.809, -0.018, -0.268], [0.633, -0.650, 0.599], [-1.117, 0.589, -0.457], [1.725, -0.419, -0.871], [1.211, 0.717, 1.308], [-1.148, -0.402, 0.572], [-0.411, -0.015, -0.236], [0.137, -0.296, -0.111], [-0.437, 0.133, 0.063], [0.120, -0.142, -0.107], [-0.222, -0.817, -0.559], [0.129, 2.245, -1.060], [0.064, -0.358, 0.810], [-0.128, -0.767, 1.291], [0.101, -0.078, -0.260], [-0.709, -0.127, -0.045], [0.270, -0.149, 0.359], [0.405, -0.049, -0.394], [0.001, -1.601, -0.790], [0.223, 1.472, -0.096], [-0.037, -0.938, 0.287], [0.350, -0.212, 0.727], [-0.448, -0.272, 0.411], [-0.012, 0.754, -0.524], [-0.062, 0.262, -0.042], [0.058, 0.076, 0.494], [-0.294, -1.343, -0.407], [0.962, -2.057, 0.208], [0.715, 3.340, 0.995], [-0.943, 0.109, -0.671], [-0.081, 0.125, 0.146], [-0.008, 0.042, 0.134], [0.129, -0.427, -0.124], [-0.058, 0.170, -0.193], [-0.149, 1.510, -0.553], [-2.301, -2.866, 0.223], [0.264, 1.869, -0.740], [0.795, 0.863, -0.175], [0.295, 0.249, -0.125], [0.962, -0.349, 0.521], [0.024, -0.742, 0.362], [0.350, -0.169, 0.220], [1.302, -0.309, -0.282], [-2.692, 2.286, -0.971], [0.720, -0.449, 0.467], [0.419, -0.514, 0.773], [0.229, 0.101, -0.019], [-0.108, -0.180, -0.715], [-0.106, -0.567, 0.357], [0.651, 0.117, 0.303], [0.840, -1.204, 0.404], [-0.381, -0.801, -2.117], [-0.645, 1.179, 2.484], [-0.631, 0.797, 0.253], [0.027, 0.250, -1.032], [0.385, -0.369, -0.355], [0.202, -0.118, 0.147], [-0.453, -0.340, -0.035], [0.581, 0.369, -0.514], [-0.126, -0.050, -0.534], [0.159, 0.416, 1.123], [-0.225, -0.725, 0.622], [-0.181, 0.030, -0.255], [0.402, 0.313, -0.319], [-0.392, -0.388, 0.309], [-0.150, -0.226, -0.290], [-0.235, 1.561, 0.375], [0.298, -0.102, 0.958], [-0.426, -1.144, 0.593], [-0.045, -0.618, -1.128], [0.313, 0.096, 0.137], [-0.413, 0.304, 0.054], [-0.044, -0.323, -0.781], [0.275, 0.250, -0.488], [-0.183, -0.655, 0.122], [-0.895, 1.465, -0.469], [0.228, -0.812, 0.523], [0.146, -0.230, -0.179], [0.871, 0.639, -0.250], [0.289, -0.195, 0.119], [-0.342, -0.167, 0.176], [-0.013, 0.063, 0.068], [-1.783, -0.031, 0.553], [0.444, -0.515, 0.446], [0.243, -0.236, -2.083], [0.226, 0.590, -0.088], [-0.152, 0.129, 0.013], [0.109, -0.132, 0.827], [-0.085, 0.346, -0.142], [0.746, 0.166, 0.319]],
  "e_homo_ev": -8.9,
  "de_lowest_kj_mol": 373.4,
  "e_lumo_ev": 0.10,
  "smiles": "NC(N)=O.NC(N)=O.NC(N)=O.NC(N)=O.NC(N)=O.NC(N)=O.NC(N)=O.NC(N)=O.NC(N)=O.NC(N)=O.NC(N)=O.NC(N)=O"
}

---

{
  "formula": "C12H48N8O16",
  "method": "ωB97M-V/def2-TZVPD",
  "species": ["N", "C", "N", "O", "H", "H", "H", "H", "N", "C", "N", "O", "H", "H", "H", "H", "N", "C", "N", "O", "H", "H", "H", "H", "N", "C", "N", "O", "H", "H", "H", "H", "O", "C", "C", "O", "H", "H", "H", "H", "H", "H", "O", "C", "C", "O", "H", "H", "H", "H", "H", "H", "O", "C", "C", "O", "H", "H", "H", "H", "H", "H", "O", "C", "C", "O", "H", "H", "H", "H", "H", "H", "O", "H", "H", "O", "H", "H", "O", "H", "H", "O", "H", "H"],
  "coordinates": [[2.473269, -2.701413, -0.775065], [2.727117, -3.571854, 0.254806], [1.622229, -4.258849, 0.667681], [3.825634, -3.692479, 0.789658], [1.542963, -2.717553, -1.166882], [3.257626, -2.425352, -1.341334], [0.849471, -4.386436, 0.035842], [1.670123, -4.803790, 1.507855], [6.118617, 1.115842, -0.070590], [5.349218, 0.023291, 0.274117], [5.936465, -1.199892, 0.161409], [4.221018, 0.166124, 0.722707], [6.949300, 1.030061, -0.627978], [5.550676, 1.929313, -0.244648], [5.410341, -2.028605, 0.428350], [6.907565, -1.311949, -0.064009], [0.802669, 5.244086, -2.151610], [1.334059, 4.687392, -1.002919], [0.503594, 3.790479, -0.377556], [2.432854, 5.012007, -0.592903], [1.340767, 5.979261, -2.570775], [-0.178518, 5.209476, -2.355597], [0.664990, 3.446981, 0.552989], [-0.477563, 3.770391, -0.600625], [-4.797877, -1.124358, -2.751495], [-5.804869, -0.275491, -2.329703], [-5.382232, 0.984320, -1.989002], [-6.963140, -0.638782, -2.239048], [-3.914926, -0.744960, -3.037299], [-5.165446, -2.002573, -3.068586], [-6.092802, 1.608746, -1.657628], [-4.460702, 1.305272, -2.235669], [-1.074214, -1.448035, 3.931141], [-0.510935, -2.749110, 3.692881], [0.617029, -2.983927, 4.656004], [0.124902, -3.186942, 5.978785], [-1.957617, -1.417099, 3.555076], [-1.281328, -3.516388, 3.828020], [-0.209869, -2.820436, 2.638411], [1.390178, -2.218618, 4.660182], [1.011890, -3.963639, 4.362876], [-0.035144, -2.325737, 6.377302], [-3.106099, 2.315534, -6.278176], [-3.986301, 2.599878, -5.204432], [-3.149085, 2.688383, -3.955997], [-2.811606, 1.428628, -3.408245], [-3.590806, 2.381456, -7.105805], [-4.540905, 3.537089, -5.322328], [-4.723508, 1.795560, -5.095206], [-3.579960, 3.314523, -3.174329], [-2.221050, 3.207215, -4.229826], [-2.040262, 1.003930, -3.789849], [0.483224, 1.301391, 4.557168], [1.614164, 0.776935, 3.861385], [2.769526, 0.688324, 4.804425], [3.049738, 2.001240, 5.362215], [-0.189427, 1.508046, 3.907012], [1.446500, -0.203325, 3.412453], [1.885407, 1.495342, 3.083443], [3.664678, 0.422458, 4.227499], [2.684654, -0.020105, 5.634300], [3.653874, 1.855990, 6.094818], [-0.323353, -0.824479, -1.992328], [-0.453856, 0.143012, -0.938676], [-0.057104, -0.326392, 0.456549], [1.277554, -0.145788, 0.806445], [-1.159918, -1.298460, -2.021845], [0.080579, 1.060862, -1.200019], [-1.504196, 0.469802, -0.937477], [-0.252248, -1.413731, 0.446450], [-0.733132, 0.172634, 1.153588], [1.864178, -0.755391, 0.342864], [1.970653, -0.958937, -3.651555], [1.058285, -0.666129, -3.519107], [1.981278, -1.834530, -3.257639], [-3.003067, 2.224721, 2.471391], [-2.288490, 1.888874, 3.020650], [-2.582418, 2.834610, 1.858696], [-0.324757, -3.681325, -1.555232], [-0.637274, -3.507060, -2.446870], [-0.919053, -3.175779, -0.973648], [-2.235427, -1.837283, -0.616464], [-3.154052, -2.116608, -0.699556], [-2.244321, -1.139886, 0.048087]],
  "forces_ev_per_angstrom": [[-0.028, -0.014, 0.140], [0.624, -0.157, 0.405], [-0.334, 0.109, 0.080], [-0.364, 0.237, -0.333], [0.065, 0.020, -0.303], [-0.030, 0.165, 0.077], [-0.001, -0.048, 0.046], [0.222, -0.113, -0.094], [-0.208, 0.041, -0.002], [-0.155, -0.043, 0.541], [0.031, -0.460, -0.176], [0.026, -0.080, -0.358], [-0.054, -0.156, -0.100], [0.134, 0.099, 0.081], [0.007, 0.327, 0.093], [-0.024, 0.071, -0.033], [0.037, -0.362, 0.051], [0.211, 0.951, 0.324], [-0.838, -0.503, 0.071], [-0.291, -0.506, -0.161], [0.037, 0.046, 0.060], [0.002, -0.023, -0.002], [0.778, 0.249, -0.036], [0.106, 0.117, -0.336], [-0.529, 0.113, 0.612], [0.024, 0.311, 0.028], [-0.110, -0.359, -0.024], [0.213, -0.020, 0.082], [0.058, -0.107, -0.290], [0.356, -0.083, -0.363], [0.030, 0.112, -0.053], [-0.062, -0.027, 0.095], [0.105, -0.117, -0.028], [-0.705, 0.741, -0.526], [-0.483, -1.034, 0.289], [0.107, 0.166, -0.001], [-0.030, -0.065, 0.068], [0.126, -0.041, 0.288], [0.428, 0.031, 0.155], [0.032, 0.053, -0.355], [0.461, 0.265, 0.074], [-0.092, 0.025, -0.074], [-0.032, 0.165, -0.081], [-0.388, -0.205, 0.292], [1.239, 0.470, -0.477], [-0.459, -0.604, 0.810], [0.025, -0.078, -0.019], [0.167, 0.070, -0.225], [-0.019, 0.045, 0.084], [-0.429, -0.335, 0.052], [-0.087, 0.026, -0.075], [0.135, 0.424, -0.353], [-0.057, -0.345, 0.173], [-0.012, 0.651, 0.225], [1.354, 0.953, 0.423], [-0.359, -0.532, -0.150], [0.000, -0.107, -0.026], [-0.212, 0.050, -0.063], [0.154, -0.256, -0.200], [-0.261, -0.380, -0.131], [-0.499, -0.137, -0.187], [0.021, 0.137, -0.009], [0.600, 0.739, -0.130], [-0.557, 0.921, -0.515], [0.306, -1.380, -1.076], [-0.140, 0.877, 0.435], [0.061, 0.064, 0.252], [0.418, -0.313, -0.092], [0.054, -0.026, 0.153], [-0.262, 0.227, 0.430], [0.328, 0.046, 0.440], [0.107, -0.075, -0.139], [-0.019, 0.043, -0.284], [0.174, -0.051, 0.259], [-0.012, -0.036, -0.015], [0.028, -0.146, -0.150], [-0.041, 0.034, 0.106], [0.005, 0.070, 0.053], [-0.098, -0.207, 0.303], [0.055, -0.081, -0.050], [0.066, -0.042, -0.251], [-0.979, -0.521, 0.239], [-0.213, -0.007, -0.081], [-0.047, -0.075, 0.038]],
  "e_homo_ev": -9.5,
  "de_lowest_kj_mol": 0.0,
  "e_lumo_ev": -0.43,
  "smiles": "NC(N)=O.NC(N)=O.NC(N)=O.NC(N)=O.OCCO.OCCO.OCCO.OCCO.O.O.O.O"
}

---

Number 2 is which compound?
C12H48N8O16

---

Number 2 is which compound?
C12H48N8O16